No. 1
The following is a DFT calculation (ωB97M-V/def2-TZVPD) of a structure of composition C12H31AlNO2.

Last column: Mulliken charge in e.
CARTESIAN COORDINATES (ANGSTROEM)
C (-1.8862, 2.0071, -0.7113)  -0.946
C (-0.6179, 2.7481, -1.1604)  -0.520
C (0.5622, 1.7981, -1.4387)  -0.509
Al (2.0163, 1.5105, -0.0321)  -0.074
C (1.3995, 1.6401, 1.9149)  -1.103
C (-0.0818, 1.4387, 2.2391)  0.360
C (-0.4439, 1.4078, 3.7298)  -0.412
N (-1.7624, 2.0163, 4.0038)  -0.690
C (2.8684, -0.3172, -0.2955)  -1.061
C (2.2846, -1.4340, 0.5732)  -0.667
C (0.7796, -1.6192, 0.3320)  1.129
C (-0.0455, -2.2201, 1.4841)  -0.876
O (0.5178, -2.0838, 2.7884)  -0.660
H (-1.6422, 1.0267, -0.2955)  0.125
H (-2.4601, 2.5471, 0.0478)  0.268
H (-2.5629, 1.8293, -1.5538)  0.351
H (-0.3454, 3.4861, -0.3946)  0.250
H (-0.8670, 3.3461, -2.0468)  0.375
H (1.1496, 2.1930, -2.2811)  0.448
H (0.1561, 0.8445, -1.8118)  0.134
H (3.1314, 2.6982, -0.2963)  -0.484
H (1.9973, 0.9029, 2.4805)  0.313
H (1.7179, 2.6086, 2.3270)  0.514
H (-0.4444, 0.5185, 1.7633)  -0.201
H (-0.6632, 2.2381, 1.7641)  0.242
H (0.3300, 1.9516, 4.2808)  0.263
H (-0.4271, 0.3730, 4.0951)  0.203
H (-2.3189, 1.4272, 4.6111)  0.245
H (-2.2745, 2.0994, 3.1328)  0.230
H (3.9487, -0.2466, -0.1073)  0.414
H (2.7824, -0.6045, -1.3566)  0.329
H (2.7890, -2.4013, 0.4250)  0.469
H (2.4581, -1.1981, 1.6278)  0.276
H (0.3589, -0.6449, 0.0622)  -1.052
H (0.6333, -2.2596, -0.5406)  0.354
H (-1.0475, -1.7711, 1.4807)  0.276
H (-0.1758, -3.2968, 1.3474)  0.438
H (0.7761, -1.1588, 2.8977)  0.241
C (-2.1085, -2.2865, -4.3931)  -1.044
C (-0.7294, -2.5761, -3.8322)  -0.207
O (-0.7763, -3.0764, -2.5053)  -0.447
H (-2.6339, -1.5776, -3.7532)  0.264
H (-2.0340, -1.8618, -5.3961)  0.326
H (-2.7038, -3.2013, -4.4606)  0.328
H (-0.1464, -1.6573, -3.7656)  0.249
H (-0.1840, -3.2644, -4.4890)  0.289
H (-1.2742, -3.8998, -2.4912)  0.247

Output
M = 248.4 g/mol
Lowest unoccupied orbital energy = 0.100 Ha
Total charge = -1
Maximum force = 0.25 eV Å⁻¹
HOMO-LUMO gap = 7.241 eV
E = -25129.2806 eV

No. 2
The following is a DFT calculation (ωB97M-V/def2-TZVPD) of a cluster of 2 separate species, C12H31BClO5P2 in total in a non-equilibrium geometry.

Last column: Mulliken charge in e.
CARTESIAN COORDINATES (ANGSTROEM)
C (1.9603, -0.5455, -2.1466)  -0.823
C (2.6422, -0.7442, -0.8214)  0.896
C (4.1426, -0.7747, -0.8421)  -1.427
C (2.0229, -0.9304, 0.3880)  -1.074
C (1.0779, 0.0218, 1.1020)  -0.774
C (-0.4224, -0.0109, 0.6362)  -0.319
C (-0.9279, 1.3448, 0.1558)  0.525
C (-0.2914, 1.7491, -1.1787)  -1.640
C (-2.4669, 1.5194, 0.0281)  -1.250
C (-3.3932, 0.4945, 0.6824)  -0.945
P (-3.6641, -1.2256, -0.1405)  -0.504
O (-2.6002, -0.7977, -1.4944)  0.373
B (-2.6163, -1.3766, -2.7015)  0.066
O (-1.6038, -0.9508, -3.6243)  -0.579
O (-3.5022, -2.3154, -3.1952)  -0.579
P (-5.5884, -0.6095, -1.2598)  -0.009
O (-6.6225, -0.3009, -0.0091)  -0.417
Cl (-5.2591, 1.2838, -2.1878)  -0.337
H (2.2265, -1.3798, -2.7934)  0.456
H (0.8846, -0.4799, -2.0236)  -0.146
H (2.2849, 0.3828, -2.6319)  0.274
H (4.5281, 0.2026, -0.5518)  0.163
H (4.4976, -1.5002, -0.1053)  0.399
H (4.5641, -1.0301, -1.8192)  0.400
H (2.2774, -1.8563, 0.9077)  0.652
H (1.4733, 1.0356, 1.0566)  0.551
H (1.0993, -0.3317, 2.1332)  0.353
H (-1.0187, -0.3425, 1.4821)  0.567
H (-0.4978, -0.7804, -0.1263)  -0.068
H (-0.5559, 2.0858, 0.8754)  0.603
H (-0.6546, 2.7439, -1.4445)  0.454
H (-0.6808, 1.0826, -1.9493)  0.073
H (0.7966, 1.7260, -1.1452)  0.360
H (-2.6821, 2.4857, 0.5059)  0.439
H (-2.7020, 1.6967, -1.0175)  0.299
H (-4.3843, 0.9615, 0.7305)  0.488
H (-3.0876, 0.3495, 1.7231)  0.400
H (-3.8789, -2.5612, -0.6456)  0.094
H (-4.5753, -1.5609, 0.9814)  0.123
H (-2.5787, -1.7741, 0.6578)  0.027
H (-1.8242, -0.0407, -3.8322)  0.260
H (-3.0030, -2.8798, -3.7878)  0.264
H (-6.1284, -0.2666, 0.8249)  0.357
C (4.1459, 1.1190, 3.8909)  -0.941
C (5.0882, 0.6638, 2.7906)  -0.190
O (4.7643, -0.6388, 2.3280)  -0.512
H (4.1796, 0.4222, 4.7294)  0.248
H (4.4107, 2.1154, 4.2505)  0.358
H (3.1163, 1.1439, 3.5276)  0.227
H (6.1138, 0.6219, 3.1580)  0.338
H (5.0533, 1.3660, 1.9483)  0.210
H (3.8603, -0.6134, 1.9804)  0.238

Output
M = 363.6 g/mol
Lowest unoccupied orbital energy = 0.097 Ha
Total charge = -1
Maximum force = 2.12 eV Å⁻¹
HOMO-LUMO gap = 6.203 eV
E = -54963.0913 eV